1.
{"formula": "C6H33O11", "method": "ωB97M-V/def2-TZVPD", "spin_multiplicity": 1, "homo_energy_ev": -6.889, "de_lowest_kj_mol": 0.0, "total_charge": -1, "homo_lumo_gap_ev": 9.62, "elements": ["C", "O", "C", "C", "C", "C", "C", "H", "H", "H", "H", "H", "H", "H", "H", "H", "H", "H", "H", "H", "H", "H", "O", "H", "H", "O", "H", "H", "O", "H", "H", "O", "H", "H", "O", "H", "H", "O", "H", "H", "O", "H", "H", "O", "H", "H", "O", "H", "H", "O"], "coordinates": [[-2.26, 0.29, 0.08], [-2.22, -0.55, 1.24], [-1.06, 1.20, -0.34], [0.18, 0.29, -0.36], [1.46, 1.08, -0.69], [2.77, 0.18, -0.62], [1.36, 1.75, -2.05], [-3.21, 0.85, 0.17], [-2.49, -0.38, -0.73], [-1.33, 1.64, -1.29], [-0.99, 1.97, 0.44], [0.05, -0.64, -0.96], [0.37, -0.12, 0.63], [1.45, 1.97, -0.02], [3.48, 0.79, -1.13], [2.67, -0.76, -1.11], [2.92, 0.07, 0.49], [0.43, 2.30, -2.19], [1.53, 0.92, -2.80], [2.11, 2.46, -2.28], [1.07, 0.60, 2.86], [2.54, 0.96, 2.34], [1.94, 1.18, 3.06], [1.71, -3.36, 1.63], [2.92, -3.14, 0.84], [2.25, -3.83, 0.96], [0.07, 0.07, -4.44], [-0.83, -1.02, -3.84], [-0.80, -0.32, -4.53], [-0.62, 1.92, 2.68], [0.66, 2.36, 3.55], [-0.30, 2.54, 3.35], [-1.48, -0.24, 1.91], [-0.18, -0.18, 3.72], [-0.20, -0.31, 2.77], [-0.80, 4.73, 2.05], [0.36, 3.77, 2.21], [0.04, 4.50, 1.62], [0.07, -1.86, 2.44], [-0.41, -3.39, 2.39], [0.36, -2.81, 2.47], [-3.06, -1.22, -2.92], [-2.48, -0.15, -3.82], [-3.27, -0.35, -3.29], [-1.75, -1.87, 0.39], [-0.60, -3.00, 0.33], [-1.49, -2.78, 0.04], [-0.70, -3.22, -2.95], [-1.29, -2.52, -1.69], [-0.95, -2.36, -2.61]]}

=====

2.
{"formula": "C6H33O13", "method": "ωB97M-V/def2-TZVPD", "spin_multiplicity": 2, "homo_energy_ev": [-9.853, -9.852], "de_lowest_kj_mol": 138.0, "s_squared": 0.755, "homo_lumo_gap_ev": [9.36, 3.65], "elements": ["O", "C", "O", "C", "C", "C", "C", "C", "H", "H", "H", "H", "H", "H", "H", "H", "H", "H", "H", "H", "H", "O", "H", "H", "O", "H", "H", "O", "H", "H", "O", "H", "H", "O", "H", "H", "O", "H", "H", "O", "H", "H", "O", "H", "H", "O", "H", "H", "O", "H", "H", "O"], "coordinates": [[0.52, 0.80, -0.79], [-0.27, 0.97, -1.78], [-0.74, 0.09, -2.48], [-0.55, 2.52, -2.06], [-1.58, 3.19, -1.17], [-2.50, 2.21, -0.33], [-1.91, 1.67, 0.95], [-2.16, 2.58, 2.21], [0.44, 2.97, -2.02], [-0.89, 2.48, -3.14], [-0.99, 3.93, -0.56], [-2.25, 3.85, -1.73], [-3.44, 2.74, -0.20], [-2.79, 1.44, -1.02], [-2.38, 0.71, 1.13], [-0.85, 1.49, 0.78], [-1.92, 2.08, 3.13], [-1.50, 3.44, 2.12], [-3.15, 2.97, 2.03], [2.49, -0.03, -2.86], [2.24, -0.07, -1.28], [2.89, -0.11, -1.98], [-2.71, 0.08, -2.90], [-2.99, -1.32, -3.53], [-3.37, -0.48, -3.25], [1.83, 0.83, 1.40], [1.07, -0.47, 1.05], [1.50, -0.01, 1.80], [1.44, 2.08, -0.05], [2.79, 2.93, 0.28], [2.05, 2.41, 0.62], [2.14, -2.33, 3.77], [1.44, -2.60, 2.44], [1.93, -3.06, 3.12], [2.99, -1.79, -2.07], [3.30, -3.12, -1.36], [2.91, -2.77, -2.16], [0.59, -2.09, -0.31], [-0.06, -0.74, -0.25], [-0.03, -1.58, 0.23], [-0.64, -2.66, -1.94], [0.65, -2.32, -2.67], [0.10, -3.06, -2.41], [1.07, -4.80, 0.38], [1.20, -3.69, -0.67], [1.48, -3.95, 0.22], [-1.29, -2.50, 1.98], [-1.66, -1.46, 3.11], [-2.05, -2.05, 2.47], [2.43, -0.57, 3.46], [1.23, -0.11, 4.01], [1.92, -0.72, 4.28]]}

=====

3.
{"formula": "C6H34N2O9", "method": "ωB97M-V/def2-TZVPD", "spin_multiplicity": 1, "homo_energy_ev": -8.835, "de_lowest_kj_mol": 364.2, "smiles": "CC(C)CNCCN.O.O.O.O.O.O.O.O.O", "homo_lumo_gap_ev": 9.00, "elements": ["C", "N", "C", "C", "C", "C", "C", "N", "H", "H", "H", "H", "H", "H", "H", "H", "H", "H", "H", "H", "H", "H", "H", "H", "H", "H", "O", "H", "H", "O", "H", "H", "O", "H", "H", "O", "H", "H", "O", "H", "H", "O", "H", "H", "O", "H", "H", "O", "H", "H", "O"], "coordinates": [[1.60, -0.47, 2.40], [0.98, -0.89, 1.18], [-0.29, -1.57, 1.59], [-1.14, -2.07, 0.42], [-1.71, -0.91, -0.45], [-2.31, -2.79, 0.95], [2.96, 0.27, 2.06], [3.01, 1.43, 1.22], [1.95, -1.45, 2.95], [1.05, 0.29, 2.99], [0.86, -0.09, 0.56], [0.03, -2.41, 2.24], [-0.92, -0.90, 2.21], [-0.56, -2.82, -0.18], [-2.07, -1.43, -1.45], [-2.52, -0.49, 0.10], [-1.03, -0.22, -0.77], [-3.20, -2.21, 1.39], [-2.80, -3.22, 0.11], [-2.30, -3.64, 1.59], [3.51, 0.43, 3.09], [3.63, -0.49, 1.56], [3.03, 1.30, 0.19], [2.17, 2.00, 1.34], [0.05, 0.28, -4.47], [1.15, 0.47, -3.35], [0.32, 0.86, -3.71], [0.36, 2.38, -0.87], [-0.68, 2.59, 0.12], [0.19, 2.14, 0.04], [3.33, 0.78, -2.00], [2.95, -0.66, -1.29], [2.59, 0.14, -1.70], [-0.92, 3.14, 2.06], [-0.01, 2.00, 2.16], [-1.03, 2.20, 2.38], [-3.84, 0.67, 0.52], [-4.16, 1.33, 1.95], [-3.97, 1.45, 1.05], [2.59, -1.80, 0.59], [3.14, -2.82, -0.49], [3.20, -1.91, -0.17], [-2.88, 2.60, 0.32], [-2.48, 3.28, -1.04], [-2.24, 3.15, -0.12], [-2.98, 0.57, -2.70], [-1.77, 0.20, -3.24], [-2.66, -0.16, -3.28], [1.65, -1.42, -2.32], [0.80, -1.96, -1.27], [1.14, -2.22, -2.16]]}

=====

4.
{"formula": "C6H34NO11", "method": "ωB97M-V/def2-TZVPD", "spin_multiplicity": 1, "homo_energy_ev": -6.289, "de_lowest_kj_mol": 694.4, "total_charge": -1, "homo_lumo_gap_ev": 8.98, "elements": ["C", "N", "C", "C", "C", "C", "C", "O", "H", "H", "H", "H", "H", "H", "H", "H", "H", "H", "H", "H", "H", "H", "H", "H", "O", "H", "H", "O", "H", "H", "O", "H", "H", "O", "H", "H", "O", "H", "H", "O", "H", "H", "O", "H", "H", "O", "H", "H", "O", "H", "H", "O"], "coordinates": [[-2.82, -2.09, -1.73], [-2.32, -0.71, -1.57], [-0.82, -0.85, -0.96], [-0.94, -0.04, 0.42], [-1.55, -1.02, 1.42], [-1.79, 1.20, 0.43], [0.22, -0.12, -1.98], [1.15, 0.67, -1.27], [-3.87, -1.94, -1.72], [-2.42, -2.87, -1.05], [-3.06, -2.51, -2.74], [-2.28, -0.16, -2.37], [-0.38, -1.83, -0.92], [0.05, 0.16, 0.85], [-1.01, -1.92, 1.53], [-2.54, -1.33, 1.06], [-1.23, -0.65, 2.44], [-2.77, 0.98, 0.60], [-1.92, 1.75, -0.52], [-1.35, 1.89, 1.02], [-0.10, 0.60, -2.70], [0.57, -0.91, -2.72], [2.64, -1.59, 2.81], [2.66, -0.32, 3.55], [3.18, -1.08, 3.32], [0.96, 1.42, 2.94], [0.97, 0.30, 1.82], [1.06, 0.48, 2.83], [-1.03, 2.03, -2.31], [-0.15, 3.48, -2.25], [-0.91, 3.01, -2.70], [0.65, -2.20, 3.52], [1.18, -3.40, 2.78], [0.55, -3.05, 3.35], [3.63, 0.28, -0.95], [2.61, 0.50, -1.88], [3.67, 0.49, -1.83], [2.75, 0.31, 1.48], [2.11, 0.27, -0.15], [2.59, -0.05, 0.65], [-4.03, 1.32, -0.30], [-4.32, -0.08, -0.39], [-4.66, 0.72, 0.01], [0.36, -2.51, 0.77], [1.73, -1.54, 0.82], [1.39, -2.41, 1.06], [1.47, 1.61, 0.11], [2.33, 2.90, -0.29], [1.83, 2.49, 0.56], [1.30, 2.37, -2.10], [2.73, 2.88, -2.53], [1.96, 3.10, -2.22]]}

=====

5.
{"formula": "C6H34O11", "method": "ωB97M-V/def2-TZVPD", "spin_multiplicity": 1, "homo_energy_ev": -9.945, "de_lowest_kj_mol": 285.2, "smiles": "CCO.CCO.CCO.O.O.O.O.O.O.O.O", "homo_lumo_gap_ev": 9.82, "elements": ["C", "C", "O", "H", "H", "H", "H", "H", "H", "C", "C", "O", "H", "H", "H", "H", "H", "H", "C", "C", "O", "H", "H", "H", "H", "H", "H", "O", "H", "H", "O", "H", "H", "O", "H", "H", "O", "H", "H", "O", "H", "H", "O", "H", "H", "O", "H", "H", "O", "H", "H"], "coordinates": [[0.11, 3.84, -1.53], [-1.01, 4.24, -0.61], [-0.71, 3.76, 0.72], [1.09, 3.57, -1.14], [0.26, 4.49, -2.40], [-0.22, 2.91, -2.02], [-1.98, 3.90, -0.99], [-1.08, 5.33, -0.54], [-1.55, 3.57, 1.14], [1.14, 0.14, 1.86], [0.44, 0.27, 0.50], [1.32, -0.23, -0.50], [1.90, 0.93, 1.79], [1.57, -0.85, 2.04], [0.57, 0.47, 2.73], [0.14, 1.31, 0.41], [-0.43, -0.38, 0.39], [1.22, 0.18, -1.38], [-3.30, -2.76, -3.11], [-2.20, -2.89, -2.07], [-1.19, -1.92, -2.33], [-3.80, -1.79, -3.04], [-4.07, -3.51, -2.93], [-2.84, -2.91, -4.09], [-1.70, -3.86, -2.12], [-2.73, -2.78, -1.11], [-0.76, -1.64, -1.52], [-0.39, -2.41, 4.70], [0.46, -2.47, 5.15], [-0.61, -1.46, 4.73], [3.06, 2.14, -1.51], [2.24, 1.86, -1.96], [3.31, 1.36, -1.00], [-1.12, -2.14, 1.99], [-1.02, -2.96, 1.50], [-1.06, -2.40, 2.93], [2.58, -3.61, 2.22], [2.86, -3.93, 3.08], [1.64, -3.82, 2.18], [3.37, -2.19, -0.20], [2.74, -1.48, -0.40], [3.04, -2.60, 0.62], [0.96, 0.89, -2.99], [0.43, 1.49, -3.53], [0.67, 0.00, -3.26], [2.00, 3.83, 1.64], [2.54, 3.87, 0.84], [1.08, 3.77, 1.33], [-2.94, 0.01, 1.34], [-2.34, -0.74, 1.52], [-3.71, -0.39, 0.93]]}

=====

6.
{"formula": "C6H35NO14", "method": "ωB97M-V/def2-TZVPD", "spin_multiplicity": 2, "homo_energy_ev": [-13.083, -13.076], "total_charge": 1, "s_squared": 0.760, "homo_lumo_gap_ev": [8.76, 6.15], "elements": ["O", "C", "C", "C", "C", "C", "N", "C", "H", "H", "H", "H", "H", "H", "H", "H", "H", "H", "H", "O", "H", "H", "O", "H", "H", "O", "H", "H", "O", "H", "H", "O", "H", "H", "O", "H", "H", "O", "H", "H", "O", "H", "H", "O", "H", "H", "O", "H", "H", "O", "H", "H", "O", "H", "H", "O"], "coordinates": [[3.52, 2.66, 1.06], [3.14, 3.35, 0.15], [1.77, 3.98, 0.32], [0.78, 3.08, 1.04], [0.36, 1.80, 0.46], [-0.34, 0.87, 1.20], [-0.63, -0.31, 0.58], [-0.67, -1.43, 1.20], [3.66, 3.63, -0.78], [1.89, 4.79, 1.05], [1.37, 4.50, -0.55], [-0.10, 3.63, 1.41], [1.21, 2.85, 2.03], [0.72, 1.39, -0.48], [-0.74, 0.98, 2.20], [-1.09, -2.23, 0.59], [-0.14, -1.82, 2.05], [1.72, -2.18, 1.46], [1.77, -3.08, 0.23], [1.41, -3.02, 1.12], [-3.26, -1.19, -3.94], [-2.28, -2.21, -3.26], [-3.17, -2.10, -3.65], [-3.68, -0.07, -2.09], [-2.43, -0.97, -1.72], [-2.84, -0.11, -1.64], [3.17, -3.44, -2.39], [1.76, -3.91, -2.65], [2.25, -3.22, -2.18], [3.20, -0.16, -0.63], [3.12, 0.95, -1.66], [2.56, 0.29, -1.24], [-3.73, -3.38, 0.52], [-3.88, -2.76, -0.87], [-3.24, -3.01, -0.22], [-3.74, 0.42, 1.81], [-3.27, 0.14, 0.40], [-3.77, 0.79, 0.93], [-1.62, 2.01, -1.22], [-2.75, 2.29, -0.13], [-2.34, 2.57, -0.96], [-0.32, -2.65, -2.53], [-1.48, -3.09, -1.57], [-1.09, -3.23, -2.44], [0.44, -0.48, -2.33], [1.44, -1.52, -2.42], [0.77, -1.10, -3.00], [-2.00, 2.25, 3.94], [-2.89, 1.09, 4.11], [-2.71, 1.80, 3.48], [4.09, 0.73, 1.15], [5.04, -0.30, 0.76], [4.08, -0.20, 0.87], [1.57, 0.32, 2.67], [1.92, -0.38, 4.09], [1.48, 0.33, 3.62]]}

=====

7.
{"formula": "C6H36NO13", "method": "ωB97M-V/def2-TZVPD", "spin_multiplicity": 1, "homo_energy_ev": -6.315, "de_lowest_kj_mol": 0.0, "total_charge": -1, "homo_lumo_gap_ev": 8.38, "elements": ["C", "N", "C", "C", "C", "C", "C", "O", "H", "H", "H", "H", "H", "H", "H", "H", "H", "H", "H", "H", "H", "H", "O", "H", "H", "O", "H", "H", "O", "H", "H", "O", "H", "H", "O", "H", "H", "O", "H", "H", "O", "H", "H", "O", "H", "H", "O", "H", "H", "O", "H", "H", "O", "H", "H", "O"], "coordinates": [[-0.69, -0.51, 1.52], [0.16, 0.52, 0.98], [0.87, 1.36, 1.98], [0.60, 2.82, 1.60], [0.21, 2.69, 0.13], [-0.68, 1.47, 0.12], [-0.92, 0.88, -1.26], [-2.10, 0.15, -1.36], [-1.23, -1.06, 0.75], [-1.47, -0.20, 2.23], [-0.08, -1.25, 2.00], [0.64, 1.08, 3.00], [1.92, 1.17, 1.78], [1.48, 3.44, 1.76], [-0.24, 3.25, 2.15], [-0.29, 3.60, -0.21], [1.11, 2.55, -0.48], [-1.57, 1.62, 0.74], [-0.08, 0.29, -1.57], [-0.93, 1.75, -1.93], [2.96, -1.45, 3.29], [2.82, -0.07, 4.03], [2.76, -1.02, 4.15], [1.25, -1.51, -3.32], [2.20, -0.42, -4.08], [1.76, -1.28, -4.10], [2.90, -2.28, 0.94], [4.10, -1.56, 1.43], [3.51, -2.27, 1.71], [-2.90, 0.43, -2.73], [-2.89, 1.29, -4.00], [-3.45, 0.67, -3.53], [-3.92, -1.63, 0.89], [-2.95, -1.13, -0.18], [-3.35, -1.95, 0.17], [0.05, -3.59, 0.00], [-0.53, -2.83, -1.23], [0.30, -3.16, -0.82], [1.42, -0.47, 0.01], [1.36, -1.87, -0.65], [1.98, -1.16, -0.41], [-3.55, 0.78, 2.88], [-4.60, 0.72, 1.78], [-4.48, 0.60, 2.74], [3.65, 3.65, 0.26], [4.43, 2.43, -0.31], [4.19, 2.90, 0.49], [-3.24, 0.72, -0.54], [-4.76, 1.14, -0.63], [-4.04, 1.03, 0.00], [-2.66, -2.28, -2.72], [-1.89, -1.31, -1.99], [-1.75, -2.23, -2.39], [4.07, 0.09, -0.13], [4.88, 1.00, -0.99], [4.92, 0.12, -0.59]]}

=====

8.
{"formula": "C6H37N2O10", "method": "ωB97M-V/def2-TZVPD", "spin_multiplicity": 1, "homo_energy_ev": -12.167, "de_lowest_kj_mol": 258.6, "total_charge": 1, "homo_lumo_gap_ev": 9.42, "elements": ["N", "C", "C", "C", "C", "C", "N", "C", "H", "H", "H", "H", "H", "H", "H", "H", "H", "H", "H", "H", "H", "H", "H", "H", "H", "H", "H", "O", "H", "H", "O", "H", "H", "O", "H", "H", "O", "H", "H", "O", "H", "H", "O", "H", "H", "O", "H", "H", "O", "H", "H", "O", "H", "H", "O"], "coordinates": [[0.62, -0.40, 1.50], [0.78, 0.76, 0.52], [0.81, 2.04, 1.42], [2.08, 2.78, 1.16], [1.96, 3.91, 0.12], [-0.44, 0.68, -0.49], [-1.32, -0.46, -0.27], [-1.56, -1.22, -1.52], [-0.17, -0.25, 2.12], [1.43, -0.56, 2.09], [0.46, -1.28, 0.97], [1.71, 0.65, -0.03], [-0.12, 2.51, 1.13], [0.64, 1.88, 2.51], [2.98, 2.15, 1.02], [2.39, 3.36, 2.05], [2.94, 4.17, -0.26], [1.40, 3.72, -0.83], [1.44, 4.73, 0.59], [-1.00, 1.65, -0.34], [-0.12, 0.71, -1.57], [-2.16, -0.18, 0.22], [-2.36, -1.98, -1.33], [-0.60, -1.68, -1.74], [-1.83, -0.60, -2.39], [1.72, -2.84, 0.60], [3.09, -2.65, 0.15], [2.20, -2.58, -0.21], [1.68, 0.53, -4.06], [1.21, -0.65, -3.17], [1.13, 0.32, -3.30], [-1.37, -4.05, -1.35], [-0.25, -5.07, -1.21], [-0.90, -4.56, -0.69], [-3.98, -0.64, 2.74], [-3.49, 0.79, 2.29], [-4.00, 0.00, 2.02], [-2.78, 2.21, -0.56], [-2.56, 3.70, -0.55], [-2.77, 2.96, 0.05], [-0.13, -4.24, 1.18], [-1.17, -3.19, 1.43], [-0.22, -3.35, 1.52], [2.61, -2.21, -3.09], [1.75, -2.08, -1.88], [1.68, -2.33, -2.84], [-0.32, 1.96, -4.05], [-0.83, 0.70, -3.74], [-1.20, 1.58, -3.93], [-2.41, 2.50, 3.38], [-2.54, 2.60, 1.96], [-2.26, 1.93, 2.61], [1.42, -3.09, 2.78], [2.74, -2.95, 2.82], [2.01, -2.37, 2.48]]}

=====

9.
{"formula": "C6H37N2O11", "method": "ωB97M-V/def2-TZVPD", "spin_multiplicity": 1, "homo_energy_ev": -12.035, "de_lowest_kj_mol": 74.7, "total_charge": 1, "homo_lumo_gap_ev": 9.80, "elements": ["N", "C", "C", "N", "C", "C", "C", "C", "H", "H", "H", "H", "H", "H", "H", "H", "H", "H", "H", "H", "H", "H", "H", "H", "H", "O", "H", "H", "O", "H", "H", "O", "H", "H", "O", "H", "H", "O", "H", "H", "O", "H", "H", "O", "H", "H", "O", "H", "H", "O", "H", "H", "O", "H", "H", "O"], "coordinates": [[-1.75, 0.82, -1.70], [-2.05, -0.41, -0.86], [-1.06, -1.48, -1.37], [0.28, -0.95, -1.57], [1.26, -1.28, -0.49], [2.63, -1.24, -1.14], [2.39, -0.85, -2.60], [0.92, -1.22, -2.87], [-1.74, 1.67, -1.07], [-0.76, 0.68, -1.96], [-2.28, 0.91, -2.57], [-3.09, -0.73, -0.92], [-1.77, -0.17, 0.16], [-1.10, -2.31, -0.62], [-1.33, -1.94, -2.31], [1.05, -2.26, -0.06], [1.14, -0.52, 0.29], [3.30, -0.55, -0.64], [3.18, -2.20, -1.12], [3.07, -1.09, -3.39], [2.42, 0.25, -2.64], [0.78, -2.24, -3.20], [0.47, -0.56, -3.62], [-1.31, 1.90, -4.93], [-0.89, 2.20, -3.55], [-1.64, 1.72, -4.04], [2.76, 2.55, 0.27], [1.84, 1.54, 0.99], [1.85, 2.40, 0.55], [-1.21, 0.94, 2.67], [-1.46, 2.46, 3.25], [-1.82, 1.70, 2.80], [0.88, 0.22, 3.41], [-0.01, -0.95, 2.99], [0.23, -0.01, 2.72], [-0.93, 3.55, -0.46], [0.02, 2.41, 0.00], [-0.39, 2.81, -0.79], [-3.65, 3.04, 0.56], [-2.57, 2.34, 1.24], [-2.84, 2.56, 0.31], [3.11, 0.35, 4.63], [2.54, -0.89, 4.16], [2.80, -0.03, 3.79], [0.46, -5.24, 2.10], [1.64, -4.24, 1.82], [0.71, -4.32, 2.06], [-2.93, 0.07, 2.20], [-3.24, -1.30, 1.60], [-3.14, -0.84, 2.44], [0.85, 2.05, -2.31], [0.88, 3.56, -2.65], [0.87, 2.68, -3.04], [-0.38, -2.45, 4.37], [0.55, -2.85, 3.17], [0.47, -2.27, 3.95]]}

=====

no.,largest force on an atom (Eh/bohr),energy (eV)
1,0.0665,-29282.7691
2,0.0644,-33372.0025
3,0.0919,-28180.1455
4,0.1597,-30782.4333
5,0.0396,-29295.4298
6,0.0576,-36935.4365
7,0.0484,-34916.7059
8,0.0678,-30271.4828
9,0.0471,-32320.2081